Here is 13 unconnected molecules or ions with the total composition H26O13 in a non-equilibrium geometry from the Open Molecules 2025 dataset. Energies are from ωB97M-V/def2-TZVPD.

Structure (XYZ):
```
39
Properties=species:S:1:pos:R:3:forces:R:3
H 0.969872 0.768324 -0.497341 -0.4 2.7 -3.4
H 0.182002 0.402183 0.742633 1.1 -0.3 -0.9
H -3.170567 -0.267696 -2.417085 1.5 -1.6 0.2
H -3.065940 -1.744100 -2.462915 -0.8 -1.6 0.0
H 4.673475 3.166672 -0.557819 0.1 0.0 1.2
H 4.772036 3.710329 0.863569 0.4 3.5 1.9
H -2.613694 3.053111 0.681294 0.5 -0.2 -0.4
H -1.211702 3.894362 0.934474 -2.5 -0.7 0.0
H 3.154630 -2.882033 -1.155424 -1.1 -0.6 0.7
H 1.840210 -2.983840 -1.739463 -2.6 1.0 -4.2
H -2.782347 -1.709001 1.460676 0.4 -0.2 0.7
H -3.368329 -2.526080 0.436858 -1.5 -4.6 -0.5
H 2.815020 1.856785 -1.381003 -0.1 -0.6 -0.8
H 3.634544 1.187572 -2.446037 1.8 -0.5 -0.6
H -1.887470 2.056932 2.774083 -0.4 -0.5 0.1
H -2.269831 0.570635 2.723735 1.0 -3.5 -2.0
H -4.155414 0.238959 0.407134 1.2 -1.1 -1.7
H -2.783635 0.568404 0.008970 0.7 0.2 -0.5
H -0.307124 -1.046247 -1.723923 0.0 -0.1 0.3
H 1.256336 -0.789020 -1.576944 -1.7 -0.2 -0.8
H 2.765664 -1.228457 2.981600 -1.5 1.9 -0.6
H 3.899230 -1.770725 3.730793 -0.4 -0.5 -0.5
H -0.831727 2.029003 -1.720205 -0.7 -1.0 -0.5
H -1.728272 0.778059 -1.997606 -4.0 -0.9 -0.5
H 0.001504 -2.492664 0.702654 0.3 0.3 0.3
H 0.129568 -3.853785 1.174485 0.0 -2.2 -0.4
O 0.955753 0.171499 0.169620 -0.7 -2.2 5.3
O -2.483840 -1.016572 -2.412517 -0.8 2.7 -0.7
O 4.681462 2.944090 0.400888 -0.6 -3.4 -3.2
O -2.206842 3.800045 1.120513 2.2 0.8 0.4
O 2.230326 -3.195255 -0.967330 3.7 -0.5 3.3
O -3.026514 -1.703201 0.536708 2.8 -2.8 3.4
O 2.747788 1.365804 -2.233025 -1.6 1.1 1.5
O -2.431186 1.341206 3.152658 -0.7 4.0 1.9
O -3.433094 -0.096841 -0.240329 -3.8 8.6 -0.7
O 0.448642 -0.638732 -2.142241 3.2 -2.2 -0.8
O 3.218591 -2.027360 3.074575 2.0 -1.4 1.1
O -0.883621 1.060385 -1.897030 3.4 4.4 1.3
O 0.264508 -2.992750 1.490311 -0.4 2.0 0.1
```
Positions in Å, forces in eV/Å.

- energy (hartree) = -993.46019
- relative energy (zero: lowest compared OMol25 entry of this formula, charge and spin) (kcal/mol) = 196.4
- E_HOMO (eV) = -9.18


Here is 14 unconnected molecules or ions with the total composition H28O14 in a non-equilibrium geometry from the Open Molecules 2025 dataset. Energies are from ωB97M-V/def2-TZVPD.

Structure (XYZ):
```
42
Properties=species:S:1:pos:R:3:forces:R:3
H -1.059095 0.451199 0.556803 -0.2 0.0 0.0
H -0.194583 -0.869750 0.346169 -1.5 0.7 0.7
H 0.183931 3.024164 2.082146 -2.5 -3.3 1.0
H 1.046563 3.426829 0.881155 -0.6 -0.1 0.5
H -3.343925 0.598670 -2.884203 0.2 0.2 0.1
H -4.511081 1.530881 -2.452044 0.5 -1.8 -0.6
H 1.026091 -2.599773 1.812967 -1.7 -3.0 0.8
H 2.311656 -2.273486 0.930183 -1.5 0.0 1.7
H 0.823723 -2.136957 -1.258312 0.0 -0.5 0.6
H 2.259437 -2.100606 -0.687256 0.0 -0.4 0.4
H 1.633041 0.612029 -2.125535 0.6 -0.4 -0.6
H 0.776664 0.889082 -0.929168 1.7 -0.2 -0.5
H -4.464807 -2.687177 1.308756 0.7 -0.2 -0.5
H -3.154863 -2.798312 0.318420 -2.1 1.0 1.4
H -2.327128 -2.859715 -1.126910 3.5 -0.6 2.1
H -2.688577 -1.943241 -2.303267 -0.7 -1.6 1.6
H -2.230212 3.102824 3.232065 -0.1 0.2 0.0
H -3.370392 2.117486 3.230366 -0.2 -0.4 0.0
H -0.904706 3.210148 -3.110290 -1.1 0.8 -2.9
H 0.137803 3.016638 -2.181476 -1.2 -0.1 0.7
H 1.866062 1.554181 0.630932 -1.9 0.2 2.0
H 0.640079 0.770112 0.761654 -0.5 -1.6 0.2
H 3.172746 1.336267 -0.533012 1.5 -0.2 -0.7
H 4.210451 0.713746 -1.413150 0.1 -1.8 -2.8
H 3.937855 -1.039424 -1.515487 -1.6 1.0 -1.1
H 3.429068 -1.620035 -2.740300 -0.6 0.3 -0.5
H 0.403292 -2.763831 3.771308 -3.6 -0.7 -0.5
H 1.258322 -1.765525 4.482166 0.3 -1.7 -1.1
O -1.101394 -0.508855 0.604849 1.6 -1.0 -0.7
O 0.750994 3.631513 1.768869 2.9 6.2 -0.7
O -4.295333 0.604270 -2.777079 -0.7 1.7 0.5
O 1.608980 -1.957709 1.561488 3.4 3.3 -2.9
O 1.719432 -1.775744 -1.388375 -6.6 -3.4 1.0
O 1.732335 0.698750 -1.181545 -3.7 1.6 0.6
O -3.802323 -2.197018 0.793142 0.8 -0.6 0.0
O -3.005563 -2.681367 -1.686072 -2.3 2.1 -4.5
O -3.190346 3.052864 3.160231 0.3 0.2 0.0
O -0.854107 2.968157 -2.226768 2.3 -0.7 2.1
O 1.006227 1.521526 1.184681 2.8 -1.1 -1.7
O 4.141114 1.277421 -0.706824 -0.3 2.5 3.4
O 3.143135 -0.903338 -2.147822 9.1 1.3 -1.8
O 1.279448 -2.626874 3.956527 3.0 2.1 2.5
```
Positions in Å, forces in eV/Å.

- energy (hartree) = -1069.85814
- relative energy (zero: lowest compared OMol25 entry of this formula, charge and spin) (kcal/mol) = 215.1
- E_HOMO (eV) = -10.25


Here is 14 unconnected molecules or ions with the total composition H28O14 in a non-equilibrium geometry from the Open Molecules 2025 dataset. Energies are from ωB97M-V/def2-TZVPD.

Structure (XYZ):
```
42
Properties=species:S:1:pos:R:3:forces:R:3
O 2.376272 2.360060 -2.808998 0.5 -0.3 1.4
H 3.165997 2.245377 -2.217728 -1.2 0.2 -1.0
H 1.670760 1.779337 -2.429048 0.7 0.4 -0.7
O -1.289115 -1.986755 3.418474 0.5 0.2 0.1
H -0.502042 -1.356531 3.500562 -1.2 -0.8 0.4
H -2.002933 -1.703062 4.006922 0.6 0.2 -0.2
O 3.017421 -2.337124 0.298234 1.5 -1.8 1.3
H 3.976895 -2.369255 0.164229 0.0 -0.8 0.5
H 2.934369 -1.569640 -0.210500 -1.3 2.3 -1.3
O -1.524246 -1.776031 0.723871 -1.3 -0.2 -0.2
H -1.546803 -2.102489 1.638084 0.4 -0.3 0.4
H -2.239181 -2.259438 0.267508 0.7 0.3 0.1
O 0.824297 -0.436924 3.651740 0.3 0.4 0.1
H 1.438927 -0.746159 2.973681 0.1 0.0 -0.1
H 1.343536 -0.236624 4.441788 -0.1 -0.2 -0.2
O 0.649249 2.476099 -0.399911 -0.1 0.0 0.7
H 1.242306 3.184011 -0.596116 1.1 0.7 -0.9
H 0.425529 2.702038 0.502749 -0.6 -0.2 0.6
O -1.954318 1.381632 0.841613 0.2 0.4 -1.5
H -2.868025 1.628723 0.682818 -0.2 0.0 -0.3
H -1.942306 1.340943 1.773569 0.2 -0.3 1.9
O -1.979932 -0.177516 -1.930420 -0.7 -1.1 -3.4
H -2.934685 -0.153600 -1.932452 -0.2 0.1 -0.2
H -1.729859 0.018386 -1.083732 1.0 0.9 3.8
O 0.479092 -2.725151 -1.115798 0.1 -2.4 -0.3
H -0.209956 -2.811467 -1.769325 -0.2 0.4 -0.2
H 0.626816 -1.824512 -0.927314 0.1 1.8 0.4
O -3.409097 -0.402151 2.340322 0.6 3.1 -1.2
H -3.723239 -1.154769 2.735415 -1.4 -2.8 1.5
H -2.715322 -0.712318 1.750013 0.3 0.0 -0.4
O 0.674857 -0.181384 0.338150 0.3 -0.2 0.2
H -0.153778 -0.341833 0.780421 -0.6 -0.7 0.1
H 0.587631 0.740650 0.118135 0.4 0.5 -0.5
O -1.165994 2.973634 -2.283171 0.5 -0.7 0.5
H -0.571991 2.820285 -1.504648 -0.8 0.1 -0.9
H -1.454629 3.873265 -2.216272 -0.2 0.7 0.0
O 0.753330 -0.098253 -2.900738 0.4 -0.1 -0.9
H 0.637429 -0.352430 -3.841207 0.2 0.3 0.9
H -0.117044 -0.194467 -2.505165 -0.5 0.0 0.0
O 3.180110 -0.173902 -1.262854 0.9 0.7 0.2
H 2.454092 -0.042586 -1.870882 -0.7 -0.2 -0.5
H 3.575578 0.701930 -1.142017 -0.1 -0.6 0.1
```
Positions in Å, forces in eV/Å.

- energy (hartree) = -1070.12351
- relative energy (zero: lowest compared OMol25 entry of this formula, charge and spin) (kcal/mol) = 48.6
- E_HOMO (eV) = -9.70


Here is 14 unconnected molecules or ions with the total composition H28O14 in a non-equilibrium geometry from the Open Molecules 2025 dataset. Energies are from ωB97M-V/def2-TZVPD.

Structure (XYZ):
```
42
Properties=species:S:1:pos:R:3:forces:R:3
O -1.978594 -1.948953 -1.906008 0.6 -0.8 -1.0
H -2.190451 -1.063451 -1.630451 -0.1 0.9 -0.1
H -1.597285 -1.895430 -2.812579 -0.5 0.1 1.1
O -1.079800 -3.109720 0.633202 -1.4 2.0 -1.1
H -1.747772 -3.668210 1.024369 -0.1 -0.4 0.4
H -1.665371 -2.364891 0.249685 1.6 -1.7 0.7
O 1.518972 -1.723668 -1.279850 -1.8 0.7 -0.8
H 1.079829 -2.441542 -1.743090 -0.4 0.0 -0.2
H 2.273448 -2.142168 -0.944548 2.0 -0.7 1.0
O 1.338572 2.642319 1.592168 0.3 -0.3 0.9
H 1.145994 1.835607 1.088247 0.3 0.5 -0.6
H 1.290671 3.441008 1.066062 0.0 -0.4 -0.7
O 2.608684 -0.691794 1.738403 -0.4 1.4 0.7
H 1.917868 -0.551822 2.403601 0.5 0.7 0.3
H 2.216738 -1.481555 1.410491 0.1 -1.9 -0.9
O -1.988923 1.008744 -1.395527 -0.4 -1.0 2.8
H -1.890623 1.166953 -2.282925 1.0 0.7 -3.6
H -2.874285 1.312012 -1.230226 -0.7 0.2 0.7
O 0.606091 2.720384 -1.893948 -0.4 0.1 0.0
H 1.513643 2.940781 -2.111859 0.2 -0.1 0.0
H 0.640655 1.775557 -1.703062 0.2 0.2 0.1
O -1.372193 2.584628 1.885576 -2.1 -1.4 0.2
H -1.269749 3.502899 1.855416 -0.1 2.3 0.1
H -0.508067 2.311065 1.663958 1.7 -0.7 -0.1
O 2.740357 1.039233 -0.686702 0.6 1.0 -1.8
H 3.324869 1.484417 -0.085587 0.4 0.3 0.5
H 2.329801 0.386922 -0.164998 -0.7 -1.4 1.3
O -1.615208 -0.466687 2.296307 -2.1 -0.1 -2.7
H -0.979747 -0.151048 1.641431 0.7 0.0 0.6
H -1.308922 -0.572431 3.150013 1.4 0.0 2.4
O 1.567534 -3.139562 1.440429 -0.2 -0.9 -1.0
H 1.822237 -3.926662 0.897017 -0.4 1.0 0.8
H 0.639633 -2.937038 1.165650 0.3 -0.5 0.2
O -3.977787 1.105497 1.633879 -1.7 -0.2 -0.4
H -3.044877 1.005001 1.604140 1.5 -0.2 0.4
H -4.119894 2.047673 1.656002 0.0 0.4 0.1
O 1.443743 -0.087371 -3.693876 -1.8 -0.3 -0.5
H 2.335331 0.145342 -3.796994 2.0 0.6 -0.5
H 1.409774 -0.295381 -2.769782 -0.1 -0.4 1.0
O 0.003314 0.281488 0.312867 -0.4 -1.1 -1.0
H -0.813260 0.518167 -0.192758 0.6 0.3 0.2
H 0.255049 -0.596312 -0.084146 0.1 1.0 0.5
```
Positions in Å, forces in eV/Å.

- energy (hartree) = -1070.14074
- relative energy (zero: lowest compared OMol25 entry of this formula, charge and spin) (kcal/mol) = 37.8
- E_HOMO (eV) = -10.67


Here is 14 unconnected molecules or ions with the total composition H28O14 from the Open Molecules 2025 dataset. Energies are from ωB97M-V/def2-TZVPD.

Structure (XYZ):
```
42
Properties=species:S:1:pos:R:3:forces:R:3
O 4.201327 1.435494 -2.099099 -0.2 0.0 -0.3
H 4.854593 0.735996 -2.111908 0.2 -0.2 0.0
H 4.373707 1.909973 -1.285844 0.0 0.2 0.3
O 0.611567 -4.867191 -2.021709 0.0 -0.2 -0.1
H 0.380462 -4.831673 -1.093500 -0.1 0.0 0.3
H 0.991366 -4.008421 -2.207485 0.1 0.3 -0.2
O -3.961020 2.626391 -0.133758 -0.2 0.0 0.2
H -3.105070 3.022316 -0.297527 0.3 0.2 0.0
H -4.047420 1.953612 -0.809136 -0.1 -0.2 -0.2
O -0.361527 4.513231 -0.652440 -0.1 -0.2 -0.2
H -0.528278 5.444369 -0.798760 -0.1 0.2 -0.1
H 0.191248 4.488246 0.128622 0.2 -0.1 0.3
O -3.330054 -0.327708 -3.547592 0.0 0.1 0.3
H -3.590534 0.254445 -4.261373 0.0 0.2 -0.2
H -3.353941 -1.204081 -3.931820 0.0 -0.3 0.0
O -2.102397 -1.245114 4.511468 0.2 0.2 -0.1
H -2.723581 -1.893969 4.180807 -0.3 -0.1 -0.2
H -1.819359 -1.592986 5.357112 0.1 -0.1 0.2
O -0.600331 -4.304029 1.953502 -0.2 -0.1 -0.2
H -0.382749 -4.599866 2.837458 0.1 -0.1 0.2
H -0.362996 -3.376755 1.945537 0.1 0.3 0.0
O 2.918937 3.203344 2.433809 0.1 0.1 -0.3
H 3.516582 3.478130 3.129186 0.2 0.1 0.1
H 2.171788 2.823164 2.895825 -0.3 -0.1 0.1
O 0.855520 3.458636 -4.534851 -0.1 0.1 -0.3
H 1.558843 2.831110 -4.368163 0.2 -0.1 0.1
H 0.577512 3.744283 -3.664598 -0.1 0.1 0.3
O 2.539316 -1.637601 -4.364072 0.0 -0.3 0.1
H 2.823234 -0.885740 -3.844143 0.1 0.2 0.2
H 2.161049 -1.253358 -5.154966 -0.1 0.1 -0.2
O 3.791170 -2.030066 2.250052 0.0 0.1 0.2
H 4.322132 -2.814219 2.110687 0.2 -0.2 0.0
H 3.128197 -2.063457 1.560425 -0.2 0.1 -0.2
O -0.797843 2.889746 4.187565 0.3 0.1 -0.2
H -1.060470 3.342127 4.989196 -0.1 0.2 0.2
H -1.075612 1.983563 4.321373 -0.1 -0.3 0.0
O 0.491951 -0.403572 -0.072474 0.2 -0.3 0.1
H -0.463590 -0.366574 -0.029822 -0.3 0.0 0.0
H 0.752952 0.468747 -0.367696 0.1 0.2 -0.1
O -4.745392 -3.410047 1.176527 -0.1 0.2 0.2
H -4.949663 -3.791577 0.322751 -0.1 -0.1 -0.2
H -3.851626 -3.698917 1.360834 0.3 -0.1 0.0
```
Positions in Å, forces in eV/Å.

- energy (hartree) = -1070.10133
- relative energy (zero: lowest compared OMol25 entry of this formula, charge and spin) (kcal/mol) = 62.5
- E_HOMO (eV) = -11.17